Entry 1:
# C18H20F3N3O3S

One molecule with the formula C18H20F3N3O3S (ωB97M-V/def2-TZVPD, the Open Molecules 2025 dataset).

Computed properties:
Total charge = 0
Max |F| = 1.3 eV/Å
Multiplicity = 1
Structure (SMILES) = O=C(CCCSc1nc(-c2ccco2)cc(C(F)(F)F)n1)NC[C@@H]1CCCO1
Energy above the lowest of the compared OMol25 structures with the same formula, charge and spin = 10.0 kcal per mole
Frontier orbital gap = 0.311 Eh
Molecular weight = 415.44 g/mol
Energy = -1785.71936 a.u.

Each line ends with the Löwdin charge.
Cartesian coordinates (Å):
O: 0.367 0.112 1.436  0.0541
C: -0.573 0.841 1.175  -0.5410
C: -1.611 1.239 2.219  -0.1177
C: -2.074 0.019 3.019  -0.2432
C: -3.222 -0.735 2.359  -0.4359
S: -3.019 -0.956 0.555  1.0021
C: -1.543 -1.863 0.495  -0.6568
N: -0.918 -1.875 -0.668  0.1489
C: 0.261 -2.481 -0.726  -0.1789
C: 0.959 -2.451 -1.990  -0.2214
C: 2.164 -2.999 -2.374  0.0029
C: 2.347 -2.638 -3.721  -0.0493
C: 1.249 -1.900 -4.061  -0.1022
O: 0.414 -1.784 -3.030  0.0579
C: 0.814 -3.101 0.409  0.0878
C: 0.039 -3.055 1.550  -0.1571
C: 0.484 -3.718 2.832  -0.5725
F: -0.042 -4.953 2.953  0.1436
F: 1.814 -3.875 2.891  0.1422
F: 0.120 -3.040 3.922  0.1569
N: -1.141 -2.459 1.610  0.1456
N: -0.755 1.382 -0.044  0.0746
C: 0.121 1.138 -1.162  -0.1225
C: 0.723 2.453 -1.679  -0.3046
C: 1.657 3.119 -0.658  -0.1218
C: 1.335 4.603 -0.816  -0.1512
C: -0.149 4.545 -1.167  -0.2058
O: -0.313 3.390 -1.967  -0.1049
H: -2.459 1.743 1.754  0.1088
H: -1.116 1.939 2.897  0.1248
H: -2.412 0.325 4.011  0.1133
H: -1.220 -0.649 3.146  0.0889
H: -4.157 -0.181 2.442  0.0736
H: -3.340 -1.722 2.801  0.0741
H: 2.829 -3.584 -1.772  0.1117
H: 3.176 -2.891 -4.350  0.1029
H: 0.967 -1.424 -4.980  0.1256
H: 1.784 -3.565 0.400  0.1215
H: -1.569 1.941 -0.244  0.1401
H: -0.440 0.644 -1.961  0.1216
H: 0.919 0.477 -0.819  0.1259
H: 1.249 2.245 -2.621  0.1475
H: 2.701 2.886 -0.852  0.1174
H: 1.404 2.779 0.347  0.1124
H: 1.529 5.183 0.084  0.1111
H: 1.900 5.029 -1.646  0.1136
H: -0.498 5.403 -1.745  0.1199
H: -0.756 4.463 -0.252  0.1154

Entry 2:
# C2H14O4S

A 5-piece molecular cluster, C2H14O4S overall (ωB97M-V/def2-TZVPD, the Open Molecules 2025 dataset).

Computed properties:
Total charge = 0
Max |F| = 2.9 eV/Å
Multiplicity = 1
Structure (SMILES) = CSC.O.O.O.O
Energy above the lowest of the compared OMol25 structures with the same formula, charge and spin = 31.7 kcal per mole
Frontier orbital gap = 0.343 Eh
Molecular weight = 134.20 g/mol
Energy = -783.70279 a.u.

Each line ends with the Löwdin charge.
Cartesian coordinates (Å):
C: -1.093 -0.066 1.049  -0.4185
S: -0.075 1.206 1.757  0.7846
C: 1.517 0.522 1.468  -0.4678
H: -1.439 -0.698 1.845  0.0248
H: -0.718 -0.622 0.191  0.0239
H: -1.916 0.589 0.634  0.0457
H: 2.204 1.309 1.222  0.0158
H: 1.914 0.065 2.396  0.0362
H: 1.710 -0.269 0.678  0.0614
O: 0.813 0.546 -2.327  -0.0847
H: 0.923 1.453 -1.963  0.0195
H: 1.539 0.133 -1.762  0.0671
O: -0.897 -2.383 -2.336  -0.1179
H: -1.287 -2.658 -3.217  0.0692
H: -0.690 -1.386 -2.315  0.0507
O: -0.096 3.254 -1.030  -0.0761
H: 0.115 2.506 -0.436  -0.0304
H: -0.949 3.632 -0.870  0.0281
O: -0.162 -3.716 0.694  -0.0838
H: 0.583 -4.279 0.533  0.0133
H: -0.600 -3.408 -0.155  0.0387

Entry 3:
# C14H44BFN8O6P2S

A 3-piece molecular cluster, C14H44BFN8O6P2S overall (ωB97M-V/def2-TZVPD, the Open Molecules 2025 dataset).

Computed properties:
Total charge = 0
Max |F| = 6.5 eV/Å
Multiplicity = 1
Structure (SMILES) = CN(C)P(=O)(N(C)C)N(C)C.CN(C)P(=O)(N(C)C)N(C)C.CCON(B(N)O)S(=O)(=O)F
Frontier orbital gap = 0.289 Eh
Molecular weight = 544.38 g/mol
Energy = -2654.78160 a.u.

Each line ends with the Löwdin charge.
Cartesian coordinates (Å):
C: 0.539 1.832 4.721  -0.1397
N: 0.463 1.909 3.281  -0.3265
C: 0.022 3.215 2.819  -0.1318
P: 1.054 0.837 2.061  0.7468
O: 2.265 1.596 1.587  -0.2786
N: 1.876 -0.590 2.643  -0.3178
C: 2.348 -0.715 4.015  -0.1470
C: 2.934 -1.026 1.731  -0.1520
N: -0.431 -0.065 1.912  -0.3427
C: -1.262 0.299 0.760  -0.1280
C: -1.220 -0.517 3.016  -0.1224
H: -0.435 2.072 5.166  0.0836
H: 1.282 2.532 5.129  0.0855
H: 0.799 0.844 5.085  0.0408
H: -1.070 3.249 2.708  0.0756
H: 0.465 3.465 1.853  0.0693
H: 0.318 4.003 3.515  0.0800
H: 2.853 0.190 4.380  0.0847
H: 3.053 -1.542 4.099  0.0793
H: 1.534 -0.971 4.698  0.0581
H: 3.863 -0.461 1.864  0.0768
H: 2.621 -0.912 0.691  0.0730
H: 3.135 -2.088 1.886  0.0801
H: -1.863 1.200 0.952  0.0777
H: -1.939 -0.515 0.490  0.0676
H: -0.636 0.495 -0.115  0.0766
H: -1.904 0.260 3.391  0.0888
H: -0.616 -0.879 3.847  0.0695
H: -1.822 -1.367 2.685  0.0878
C: -3.951 -4.818 -0.614  -0.1375
N: -4.793 -3.661 -0.417  -0.3269
C: -5.140 -3.462 0.981  -0.1319
P: -5.207 -2.370 -1.488  0.7423
O: -4.337 -1.270 -0.942  -0.2816
N: -4.510 -2.464 -3.086  -0.3191
C: -3.396 -3.347 -3.402  -0.1452
C: -4.249 -1.139 -3.650  -0.1533
N: -6.674 -3.117 -2.074  -0.3451
C: -7.908 -2.610 -1.469  -0.1378
C: -6.786 -4.496 -2.442  -0.1247
H: -4.443 -5.718 -0.224  0.0841
H: -2.983 -4.711 -0.104  0.0860
H: -3.739 -5.022 -1.658  0.0413
H: -6.078 -3.975 1.235  0.0752
H: -5.266 -2.402 1.213  0.0691
H: -4.357 -3.839 1.642  0.0791
H: -2.603 -3.326 -2.642  0.0851
H: -2.948 -3.064 -4.355  0.0799
H: -3.728 -4.378 -3.546  0.0585
H: -3.309 -0.707 -3.288  0.0793
H: -5.052 -0.445 -3.401  0.0718
H: -4.216 -1.207 -4.739  0.0804
H: -8.107 -3.062 -0.485  0.0753
H: -8.767 -2.804 -2.116  0.0783
H: -7.848 -1.527 -1.334  0.0757
H: -6.970 -5.149 -1.576  0.0884
H: -5.909 -4.862 -2.974  0.0700
H: -7.627 -4.602 -3.133  0.0910
C: 5.029 2.587 -0.069  -0.0617
C: 6.202 3.550 -0.098  -0.2494
O: 6.331 3.980 -1.449  -0.1584
N: 7.555 4.634 -1.672  -0.0527
B: 7.378 5.305 -3.050  -0.6643
N: 7.785 6.682 -3.251  0.1752
O: 6.798 4.554 -4.033  0.1668
S: 8.771 3.396 -1.900  0.6410
O: 8.170 2.159 -2.221  -0.2079
O: 9.574 3.405 -0.736  -0.2383
F: 9.636 3.880 -3.116  -0.1187
H: 5.172 1.780 -0.782  0.0838
H: 4.157 3.149 -0.409  0.0775
H: 4.810 2.242 0.935  0.0667
H: 5.995 4.373 0.589  0.1229
H: 7.084 3.032 0.279  0.1097
H: 7.607 7.174 -2.381  0.0777
H: 8.783 6.711 -3.443  0.0855
H: 5.839 4.615 -3.974  0.1219

Entry 4:
# C11H13Cl2KN4S

C11H13Cl2KN4S as an isolated structure (ωB97M-V/def2-TZVPD, the Open Molecules 2025 dataset).

Computed properties:
Total charge = 0
Max |F| = 9.4 eV/Å
Multiplicity = 1
Energy above the lowest of the compared OMol25 structures with the same formula, charge and spin = 63.4 kcal per mole
Frontier orbital gap = 0.233 Eh
Molecular weight = 343.32 g/mol
Energy = -2564.39216 a.u.

Each line ends with the Löwdin charge.
Cartesian coordinates (Å):
K: -2.033 1.289 -0.738  0.6108
Cl: -3.473 -1.350 0.185  0.5619
C: -5.231 -1.166 0.028  -0.6383
C: -5.892 -2.352 -0.013  -0.1642
C: -7.267 -2.355 -0.265  -0.0908
C: -7.833 -1.085 -0.436  -0.1354
C: -7.120 0.134 -0.301  -0.7143
Cl: -8.088 1.540 -0.523  0.6550
C: -5.760 0.155 -0.023  -0.7584
S: -4.773 1.623 0.192  0.3116
H: -5.423 -3.304 -0.005  0.0868
H: -7.860 -3.285 -0.416  0.1112
H: -8.913 -0.982 -0.564  0.0883
C: 4.904 -1.070 0.909  -0.0208
C: 4.929 0.207 0.052  -0.3379
C: 6.393 0.642 -0.232  -0.0337
C: 4.209 1.508 0.538  -0.1031
N: 2.790 1.534 0.218  -0.0818
C: 1.987 0.593 -0.355  -0.1397
N: 0.802 1.082 -0.541  -0.0391
N: 0.883 2.310 -0.055  -0.0799
N: 1.967 2.577 0.456  0.0542
H: 4.853 -0.794 1.861  0.0485
H: 5.741 -1.592 0.837  0.0396
H: 4.124 -1.663 0.581  0.0595
H: 4.443 0.067 -1.020  0.1540
H: 6.962 0.493 0.479  0.0020
H: 6.396 1.536 -0.573  0.0086
H: 6.734 -0.048 -0.986  0.1047
H: 4.756 2.387 -0.129  0.1732
H: 4.490 1.795 1.537  0.1216
H: 2.301 -0.426 -0.697  0.1458

Entry 5:
# C36H28AsN4O6RuS2

C36H28AsN4O6RuS2 as an isolated structure (ωB97M-V/def2-TZVPD, the Open Molecules 2025 dataset).

Computed properties:
Total charge = +1
Max |F| = 0.6 eV/Å
Multiplicity = 1
Energy above the lowest of the compared OMol25 structures with the same formula, charge and spin = 10.2 kcal per mole
Frontier orbital gap (spin up / spin down) = 0.185 / 0.185 Eh
Molecular weight = 852.77 g/mol
Energy = -5185.98551 a.u.

Each line ends with the Löwdin charge.
Cartesian coordinates (Å):
Ru: -0.310 0.094 0.358  0.9628
S: -1.729 -1.342 0.978  0.8164
C: -3.342 -0.943 0.363  -0.6034
C: -4.389 -1.778 0.748  -0.0969
C: -5.680 -1.488 0.332  -0.0502
C: -5.926 -0.375 -0.461  -0.0470
C: -4.881 0.456 -0.852  -0.0792
C: -3.587 0.167 -0.451  -0.3815
As: -2.043 1.234 -0.879  1.3070
C: -1.784 1.124 -2.776  -0.3861
C: -0.716 1.833 -3.324  -0.1291
C: -0.406 1.681 -4.666  -0.0679
C: -1.149 0.813 -5.458  -0.0670
C: -2.205 0.100 -4.909  -0.0657
C: -2.526 0.253 -3.566  -0.0916
C: -2.539 3.043 -0.493  -0.3536
C: -2.780 3.961 -1.509  -0.0904
C: -3.156 5.257 -1.184  -0.0649
C: -3.297 5.626 0.145  -0.0630
C: -3.068 4.703 1.157  -0.0639
C: -2.685 3.409 0.843  -0.1058
H: -4.193 -2.639 1.375  0.1094
H: -6.497 -2.129 0.632  0.1168
H: -6.936 -0.152 -0.778  0.1159
H: -5.082 1.326 -1.466  0.1186
H: -0.116 2.489 -2.703  0.1099
H: 0.419 2.237 -5.094  0.1133
H: -0.903 0.694 -6.505  0.1115
H: -2.782 -0.575 -5.527  0.1119
H: -3.350 -0.310 -3.144  0.1007
H: -2.678 3.676 -2.548  0.0989
H: -3.341 5.976 -1.971  0.1109
H: -3.591 6.637 0.395  0.1114
H: -3.185 4.992 2.193  0.1126
H: -2.492 2.697 1.635  0.1052
N: 4.821 -5.565 4.362  0.1199
C: 4.188 -4.449 3.891  -0.3104
C: 4.870 -3.531 3.080  -0.0195
C: 4.240 -2.387 2.636  -0.0588
C: 2.920 -2.141 2.999  -0.3184
C: 2.229 -3.043 3.803  -0.0535
C: 2.855 -4.187 4.244  -0.0224
S: 2.139 -0.699 2.440  0.6145
O: 1.157 -0.265 3.390  -0.3000
O: 3.136 0.220 1.966  -0.2801
N: 1.198 -1.181 1.135  -0.1828
C: 1.702 -1.349 -0.103  -0.4789
N: 2.934 -1.721 -0.434  0.1836
C: 3.162 -1.765 -1.733  -0.0669
C: 2.216 -1.419 -2.716  -0.0161
C: 0.984 -0.993 -2.293  -0.0677
N: 0.718 -1.000 -0.979  -0.0473
H: 5.714 -5.826 3.987  0.0995
H: 4.288 -6.290 4.805  0.0993
H: 5.902 -3.718 2.811  0.1141
H: 4.764 -1.676 2.013  0.1115
H: 1.209 -2.831 4.095  0.1177
H: 2.325 -4.884 4.881  0.1139
H: 4.157 -2.075 -2.034  0.1239
H: 2.457 -1.469 -3.766  0.1108
H: 0.199 -0.665 -2.963  0.1061
O: 1.173 1.519 -0.290  -0.0841
C: 0.834 2.279 0.667  -0.5584
O: -0.084 1.794 1.428  -0.1478
C: 1.393 3.603 0.887  -0.1360
C: 0.904 4.395 1.918  0.0054
C: 1.413 5.673 2.143  0.0398
C: 2.417 6.088 1.303  -0.2019
O: 3.067 7.277 1.315  0.0539
C: 4.082 7.194 0.306  -0.1023
O: 3.889 5.966 -0.397  0.0443
C: 2.911 5.293 0.275  -0.1958
C: 2.424 4.042 0.033  0.0947
H: 0.124 4.003 2.556  0.1232
H: 1.050 6.303 2.942  0.1272
H: 5.062 7.192 0.785  0.1422
H: 3.968 8.028 -0.384  0.1407
H: 2.808 3.410 -0.754  0.1370

Entry 6:
# C3H4OS2

A 2-piece molecular cluster, C3H4OS2 overall (ωB97M-V/def2-TZVPD, the Open Molecules 2025 dataset).

Computed properties:
Total charge = 0
Max |F| = 5.5 eV/Å
Multiplicity = 1
Energy above the lowest of the compared OMol25 structures with the same formula, charge and spin = 159.1 kcal per mole
Frontier orbital gap (spin up / spin down) = 0.263 / 0.263 Eh
Molecular weight = 120.20 g/mol
Energy = -988.07873 a.u.

Each line ends with the Löwdin charge.
Cartesian coordinates (Å):
C: 0.686 0.136 1.080  0.0081
C: 1.278 0.898 1.816  -0.3724
C: -0.273 -1.392 -0.566  -0.8708
O: 1.437 1.935 2.613  0.0030
S: -1.996 -1.444 -0.089  0.7194
S: 0.371 -0.673 -2.017  0.7468
H: 0.313 -2.176 -0.299  -0.0385
H: 1.190 1.648 3.506  0.1142
H: -2.186 -0.244 0.281  -0.1746
H: -0.279 0.447 -2.143  -0.1351